Record 1
Entry from the Open Molecules 2025 dataset: a 12-piece molecular cluster, C54H122N11O21P overall in a non-equilibrium geometry (ωB97M-V with the def2-TZVPD basis set).

For the energy, the calculation gives -126631.350 eV. The spin multiplicity is 1. The SMILES is CC1(C)CCCC(C)(C)N1O.CC1(C)CCCC(C)(C)N1O.CC1(C)CCCC(C)(C)N1O.CC1(C)CCCC(C)(C)N1O.CC1(C)CCCC(C)(C)N1O.COP(=O)(OC)OC.C[N+](=O)[O-].C[N+](=O)[O-].C[N+](=O)[O-].C[N+](=O)[O-].C[N+](=O)[O-].C[N+](=O)[O-]. As for the orbital gap: 8.03 eV.

Geometry (Å):
C1 -5.3342 -2.5097 2.2624
C2 -5.2388 -0.9839 2.6647
C3 -4.6300 -0.8753 4.1094
C4 -4.4447 -0.2627 1.5624
C5 -5.2677 -0.0544 0.2278
C6 -6.5773 0.6556 0.4481
C7 -7.4132 -0.0315 1.4957
C8 -8.5418 0.9655 2.0488
C9 -8.0535 -1.2330 0.8719
N1 -6.5774 -0.3630 2.6800
O1 -7.3828 -0.9853 3.6210
H1 -4.3400 -2.8155 2.2915
H2 -6.0001 -3.0496 2.9125
H3 -5.7392 -2.6691 1.2682
H4 -3.6746 -1.4290 4.2420
H5 -4.3589 0.1007 4.3302
H6 -5.4140 -1.1048 4.7806
H7 -4.1081 0.6769 2.0219
H8 -3.5967 -0.8661 1.4267
H9 -4.6456 0.5124 -0.4897
H10 -5.3941 -1.0524 -0.1946
H11 -7.0686 0.9413 -0.5057
H12 -6.2911 1.6562 0.8306
H13 -9.0911 1.2348 1.1696
H14 -8.1504 1.8417 2.5459
H15 -9.1852 0.4379 2.7906
H16 -7.3465 -2.0289 0.5502
H17 -8.6444 -0.8709 0.0141
H18 -8.7131 -1.6079 1.6213
H19 -7.4727 -1.9071 3.3632
C10 1.8149 -0.7327 7.4687
C11 1.9100 0.2426 6.2305
C12 3.3225 0.6354 6.1193
C13 1.5911 -0.6600 5.0419
C14 1.4293 0.0777 3.7441
C15 0.5485 1.3450 3.8380
C16 0.7262 2.2335 5.0236
C17 1.9088 3.1541 4.8641
C18 -0.5312 3.0581 5.2150
N2 0.8090 1.2733 6.2473
O2 1.0363 2.1751 7.4147
H20 2.3930 -0.4405 8.2984
H21 0.7364 -0.8281 7.8795
H22 2.1891 -1.6709 7.1111
H23 3.4749 1.0292 5.1162
H24 3.5625 1.3907 6.9625
H25 3.8689 -0.2320 6.3072
H26 2.3835 -1.4395 4.9581
H27 0.6496 -1.2067 5.3483
H28 2.4571 0.3325 3.3933
H29 1.0806 -0.6497 3.0135
H30 -0.4828 1.1879 3.8093
H31 0.8339 1.9648 2.9298
H32 1.5299 4.0684 4.3856
H33 2.6433 2.7913 4.1474
H34 2.3959 3.4585 5.7848
H35 -0.5056 3.6642 6.1303
H36 -1.4184 2.3870 5.2121
H37 -0.6054 3.8207 4.4396
H38 0.3711 1.8102 7.9613
C19 -3.5240 -5.3980 0.0625
C20 -2.1311 -4.8512 0.2525
C21 -1.1544 -5.9054 -0.2365
C22 -1.9307 -3.6139 -0.6115
C23 -0.6553 -2.8021 -0.2746
C24 -0.6134 -2.4445 1.1789
C25 -0.7186 -3.7108 2.0770
C26 0.5538 -4.5583 2.0431
C27 -0.9778 -3.2941 3.4995
N3 -2.0041 -4.4512 1.6769
O3 -2.0833 -5.6969 2.4348
H39 -3.8459 -5.4613 -0.9842
H40 -3.4797 -6.4350 0.4150
H41 -4.2426 -4.8511 0.6037
H42 -1.0786 -6.7335 0.4939
H43 -1.6398 -6.2113 -1.1525
H44 -0.2142 -5.5135 -0.4624
H45 -1.7924 -3.9438 -1.5872
H46 -2.8077 -3.0011 -0.5000
H47 0.2922 -3.1415 -0.6660
H48 -0.8249 -1.9094 -0.8874
H49 -1.4863 -1.7696 1.3626
H50 0.2337 -1.8915 1.5510
H51 0.9729 -4.5150 1.0373
H52 0.3442 -5.5566 2.3425
H53 1.3208 -4.0810 2.5903
H54 -1.1970 -4.2187 4.0525
H55 -1.8502 -2.5615 3.5647
H56 -0.1295 -2.8872 3.9590
H57 -2.7746 -5.6910 3.0795
C28 5.0540 -1.1802 2.5776
C29 5.7381 -2.5270 2.9388
C30 6.9298 -2.1857 3.8799
C31 4.6477 -3.4012 3.5830
C32 4.6796 -4.9401 3.4566
C33 4.8979 -5.2043 1.9549
C34 6.2318 -4.5935 1.5034
C35 7.4311 -5.2036 2.3144
C36 6.4177 -4.9444 0.0755
N4 6.1006 -3.1472 1.6268
O4 7.3154 -2.5813 1.1819
H58 5.7889 -0.3751 2.3551
H59 4.3691 -1.3429 1.6699
H60 4.3836 -0.9223 3.4033
H61 7.4993 -1.3359 3.5167
H62 6.5030 -1.8762 4.8339
H63 7.6068 -3.0496 3.9850
H64 4.6619 -3.1490 4.6710
H65 3.6472 -3.0815 3.2923
H66 5.5307 -5.3402 4.0149
H67 3.7032 -5.3005 3.7878
H68 4.1771 -4.7048 1.3380
H69 4.7730 -6.2521 1.7209
H70 8.4487 -4.9810 2.0030
H71 7.3729 -6.2958 2.2785
H72 7.3505 -4.9173 3.3829
H73 7.3343 -4.6305 -0.4252
H74 5.5380 -4.5958 -0.4909
H75 6.3607 -6.0354 -0.0295
H76 7.8915 -3.0583 1.7883
C37 -1.1551 4.4760 -6.6114
C38 -0.7223 5.0635 -5.2544
C39 0.7338 4.7667 -5.0383
C40 -0.8864 6.5854 -5.1548
C41 -2.3008 7.0311 -5.0200
C42 -2.9556 6.5135 -3.7581
C43 -2.8713 5.0164 -3.7182
C44 -3.2040 4.5152 -2.3054
C45 -3.9561 4.4983 -4.6515
N5 -1.4543 4.5924 -4.0080
O5 -1.4538 3.1485 -4.1395
H77 -2.1604 4.8767 -6.8363
H78 -0.4121 4.7462 -7.4370
H79 -1.2656 3.3850 -6.5218
H80 1.2517 4.9765 -4.0768
H81 0.9438 3.7030 -5.2295
H82 1.3115 5.3444 -5.7805
H83 -0.3322 6.8743 -4.2618
H84 -0.4275 7.0586 -6.0047
H85 -2.3535 8.1132 -5.0501
H86 -2.8284 6.7329 -5.8941
H87 -3.9585 6.9237 -3.7373
H88 -2.3339 6.8133 -2.8710
H89 -4.0255 5.1955 -2.0133
H90 -2.3965 4.7831 -1.5956
H91 -3.5662 3.4548 -2.3929
H92 -3.9565 4.9917 -5.6173
H93 -4.9688 4.6980 -4.2344
H94 -3.8469 3.4381 -4.8763
H95 -1.3100 2.8389 -3.2228
C46 0.7513 0.5110 -4.2906
O6 0.3834 0.0772 -2.9646
P1 0.2562 1.0215 -1.7317
O7 0.5190 2.4224 -2.0719
O8 -1.1860 0.7066 -1.2240
C47 -1.8039 0.9248 -0.0268
O9 1.1286 0.4103 -0.5751
C48 2.3252 1.0049 -0.0842
H96 0.2876 1.4355 -4.6837
H97 0.6474 -0.3096 -4.9662
H98 1.7641 0.8162 -4.2113
H99 -2.4592 1.8246 -0.0919
H100 -1.1237 1.0596 0.8037
H101 -2.4598 0.1366 0.2393
H102 2.4139 0.3254 0.7731
H103 2.1105 2.0591 0.1346
H104 3.1833 0.9343 -0.7284
C49 5.5679 -0.9684 -1.9803
N6 4.4008 -1.0145 -2.8608
O10 4.3554 -1.9728 -3.5652
O11 3.6582 -0.0607 -2.8198
H105 6.4968 -1.0199 -2.6398
H106 5.4944 -1.7994 -1.2935
H107 5.4679 -0.0603 -1.3711
C50 -0.9270 -2.8860 -4.0865
N7 -1.1626 -4.2099 -4.8298
O12 -1.9578 -4.9729 -4.3304
O13 -0.6530 -4.3913 -5.9200
H108 -0.5680 -3.2559 -3.1194
H109 -1.8908 -2.3971 -3.9500
H110 -0.2166 -2.2198 -4.6622
C51 4.0445 3.6639 -2.4859
N8 5.4359 3.1119 -2.8886
O14 5.7690 3.5065 -4.0412
O15 6.0899 2.4284 -2.1359
H111 3.5144 4.0260 -3.3760
H112 4.2333 4.4793 -1.7283
H113 3.4927 2.8115 -2.0305
C52 3.0477 1.9911 -7.4152
N9 1.6676 2.1243 -7.9084
O16 1.0019 1.1379 -7.9280
O17 1.3814 3.1866 -8.4155
H114 3.2247 1.1013 -6.8007
H115 3.4058 2.8105 -6.8319
H116 3.6761 1.9469 -8.3070
C53 -3.3916 0.8332 -5.7701
N10 -3.5785 0.6702 -4.3099
O18 -4.5623 1.1189 -3.7127
O19 -2.7933 -0.0919 -3.7460
H117 -4.2022 1.4649 -6.0906
H118 -3.5099 -0.1864 -6.1758
H119 -2.4078 1.2105 -5.9576
C54 0.3961 5.9761 -1.2843
N11 0.8986 5.0695 -0.2387
O20 0.0331 4.7779 0.5716
O21 2.0409 4.7157 -0.2789
H120 -0.4298 6.5696 -0.8775
H121 0.0603 5.2698 -2.1223
H122 1.1459 6.6797 -1.7323

=====

Record 2
Entry from the Open Molecules 2025 dataset: a 13-piece molecular cluster, C54H124N4O9 overall in a non-equilibrium geometry (ωB97M-V with the def2-TZVPD basis set).

For the energy, the calculation gives -82390.390 eV. The spin multiplicity is 1. As for the orbital gap: 8.74 eV.

Geometry (Å):
C1 -3.3278 2.7042 -2.6411
C2 -2.6681 3.3515 -1.4422
N1 -3.3066 4.5236 -0.7686
C3 -3.3993 5.7007 -1.6046
C4 -2.0534 6.4682 -1.6326
C5 -4.7044 4.1460 -0.3033
C6 -4.6754 3.1969 0.9127
H1 -2.7099 1.8899 -3.0195
H2 -3.4380 3.3585 -3.5059
H3 -4.2882 2.2370 -2.4231
H4 -2.4904 2.5648 -0.7089
H5 -1.6719 3.6842 -1.7337
H6 -3.7842 5.4201 -2.5850
H7 -4.1870 6.3955 -1.3133
H8 -1.8537 6.7763 -0.6063
H9 -1.2303 5.8449 -1.9820
H10 -2.0579 7.3444 -2.2810
H11 -5.3205 3.7307 -1.1008
H12 -5.2009 5.0492 0.0514
H13 -4.2850 2.2169 0.6383
H14 -5.6843 3.0689 1.3049
H15 -3.9909 3.4645 1.7177
C7 1.8311 -4.6987 0.9036
C8 0.4655 -5.0885 1.4471
N2 0.1186 -4.6007 2.7858
C9 -0.0690 -3.1411 2.7084
C10 -0.3658 -2.3986 4.0058
C11 -1.1262 -5.2111 3.2955
C12 -1.0263 -6.6949 3.5828
H16 2.4664 -4.7879 1.7849
H17 1.8819 -3.6609 0.5745
H18 2.1893 -5.3669 0.1204
H19 -0.3825 -4.9611 0.7742
H20 0.4739 -6.1771 1.5015
H21 0.7930 -2.6239 2.2868
H22 -0.9047 -2.9087 2.0483
H23 -1.3602 -2.6757 4.3558
H24 0.3559 -2.5293 4.8122
H25 -0.3637 -1.3262 3.8109
H26 -2.0155 -5.0418 2.6883
H27 -1.2762 -4.7622 4.2774
H28 -1.0536 -7.2939 2.6725
H29 -1.9390 -6.8896 4.1459
H30 -0.1515 -6.9909 4.1618
C13 4.8364 4.3874 3.1264
C14 4.8991 3.6428 1.8034
N3 3.6221 3.4958 1.0937
C15 3.1261 4.8407 0.7322
C16 1.7063 4.7504 0.1944
C17 3.8919 2.6940 -0.1269
C18 4.1277 1.2393 0.1622
H31 4.1110 3.9578 3.8173
H32 4.5510 5.4073 2.8688
H33 5.8235 4.3005 3.5804
H34 5.7069 4.0883 1.2227
H35 5.2464 2.6525 2.0979
H36 2.9986 5.5252 1.5708
H37 3.7228 5.3822 -0.0019
H38 1.3875 5.7406 -0.1312
H39 1.5665 4.1518 -0.7057
H40 0.9668 4.4052 0.9169
H41 4.7205 3.1449 -0.6730
H42 3.0513 2.6220 -0.8171
H43 3.1727 0.8005 0.4512
H44 4.8294 1.0425 0.9727
H45 4.4328 0.6933 -0.7304
C19 -2.5527 4.0487 6.5795
C20 -3.3183 2.7291 6.6406
N4 -3.7336 2.1104 5.3945
C21 -4.8799 2.8101 4.8046
C22 -6.2122 2.7164 5.6083
C23 -2.5819 2.0676 4.4075
C24 -2.7644 1.0703 3.2855
H46 -2.3661 4.3734 7.6031
H47 -3.1570 4.8220 6.1052
H48 -1.5739 4.0049 6.1017
H49 -2.7516 2.0157 7.2390
H50 -4.1735 2.9054 7.2932
H51 -5.0486 2.3241 3.8436
H52 -4.6888 3.8675 4.6217
H53 -6.2581 3.1146 6.6219
H54 -6.4437 1.6514 5.6190
H55 -6.9988 3.1719 5.0066
H56 -2.5568 3.0503 3.9367
H57 -1.6365 1.8472 4.9032
H58 -1.9019 1.1270 2.6213
H59 -2.8646 0.0171 3.5476
H60 -3.6257 1.3268 2.6687
C25 0.7246 2.1335 2.6528
O1 1.6963 3.0434 3.1181
H61 0.4550 1.5841 3.5547
H62 -0.1576 2.5952 2.2093
H63 1.1602 1.4366 1.9368
H64 2.3140 3.1795 2.3959
C26 -3.3717 -0.8521 -0.3263
O2 -3.1859 -1.3736 0.9732
H65 -2.5821 -1.2258 -0.9783
H66 -4.3095 -1.1045 -0.8213
H67 -3.2595 0.2291 -0.2448
H68 -4.0349 -1.6428 1.3314
C27 -1.8099 -5.7141 -2.1771
C28 -2.7841 -4.4889 -2.1980
C29 -3.2315 -4.3941 -0.7418
O3 -3.2302 -5.7373 -0.3687
C30 -2.4886 -6.6291 -1.1976
H69 -0.8539 -5.3648 -1.7870
H70 -1.6944 -6.1400 -3.1738
H71 -3.6773 -4.7117 -2.7816
H72 -2.3324 -3.5649 -2.5591
H73 -4.1983 -3.8956 -0.6705
H74 -2.4409 -3.9322 -0.1505
H75 -3.1611 -7.2621 -1.7765
H76 -1.7307 -7.1795 -0.6401
C31 0.0987 4.0458 -4.3516
C32 1.0857 4.9937 -3.8061
C33 2.4038 4.3049 -4.0952
O4 2.1425 2.9603 -3.8790
C34 0.7180 2.6745 -3.9944
H77 -0.0190 4.1730 -5.4278
H78 -0.9307 4.1282 -4.0028
H79 0.8979 5.0423 -2.7335
H80 1.0061 5.9807 -4.2617
H81 3.1728 4.6211 -3.3904
H82 2.7598 4.2965 -5.1254
H83 0.3345 2.3650 -3.0222
H84 0.3925 1.9686 -4.7585
C35 5.4753 -4.4447 -0.0930
C36 5.6006 -4.0660 -1.5100
C37 4.6088 -2.9097 -1.6091
O5 4.8594 -2.2508 -0.3480
C38 5.3341 -3.1006 0.6363
H85 6.2999 -5.0716 0.2462
H86 4.6047 -5.0947 -0.0053
H87 5.4144 -4.8779 -2.2130
H88 6.5818 -3.6358 -1.7102
H89 3.5913 -3.2970 -1.5577
H90 4.6974 -2.2768 -2.4921
H91 4.6021 -3.2188 1.4352
H92 6.2724 -2.7006 1.0209
C39 0.7353 -1.5432 -1.3553
C40 0.4793 -0.7196 -0.1218
C41 0.2185 0.6613 -0.5840
O6 -0.6040 0.3576 -1.7438
C42 -0.0455 -0.7795 -2.4448
H93 0.3872 -2.5724 -1.2678
H94 1.7948 -1.5390 -1.6111
H95 1.2778 -0.7846 0.6174
H96 -0.4071 -1.0440 0.4233
H97 1.1398 1.2007 -0.8038
H98 -0.4158 1.2112 0.1112
H99 0.6698 -0.4973 -3.2173
H100 -0.7930 -1.3880 -2.9538
C43 -3.5342 -0.4339 -5.1761
C44 -2.1856 0.1907 -5.4531
C45 -2.4722 1.1081 -6.7166
O7 -3.4669 0.3566 -7.4031
C46 -3.9759 -0.7326 -6.6410
H101 -4.2108 0.3081 -4.7521
H102 -3.3671 -1.3680 -4.6397
H103 -1.4439 -0.5700 -5.6963
H104 -1.7504 0.7522 -4.6263
H105 -1.6083 1.1696 -7.3783
H106 -2.9156 2.0723 -6.4676
H107 -3.6012 -1.6779 -7.0336
H108 -5.0646 -0.7567 -6.6895
C47 1.4174 -3.7639 -5.9451
C48 0.8143 -4.5220 -4.7836
C49 2.0277 -4.8157 -3.8762
O8 3.0208 -3.8581 -4.2674
C50 2.4938 -2.9399 -5.2022
H109 0.7767 -3.1623 -6.5899
H110 1.9131 -4.3965 -6.6814
H111 0.3760 -5.4762 -5.0761
H112 0.1221 -3.9546 -4.1615
H113 2.3708 -5.8392 -4.0272
H114 1.7416 -4.7047 -2.8303
H115 3.2421 -2.4997 -5.8613
H116 2.0449 -2.1021 -4.6685
C51 4.3848 -0.0099 4.2937
C52 3.3187 -1.0440 3.8434
C53 3.8648 -2.3110 4.2977
O9 5.3014 -2.1515 4.0953
C54 5.6755 -0.7799 4.0011
H117 4.4283 0.0957 5.3777
H118 4.3073 0.9713 3.8254
H119 3.3008 -1.0771 2.7540
H120 2.3188 -0.8368 4.2245
H121 3.3896 -3.1561 3.7997
H122 3.6416 -2.4921 5.3492
H123 5.9056 -0.6221 2.9475
H124 6.5191 -0.5755 4.6604